Here is 3 unconnected molecules or ions with the total composition C7H16OS at a distorted geometry from the Open Molecules 2025 dataset. Energies are from the ωB97M-V functional and the def2-TZVPD basis.

Structure (XYZ):
```
25
Properties=species:S:1:pos:R:3
S -1.09 -1.31 0.44
O -3.49 -1.45 -1.05
C -1.64 -1.73 1.90
C 2.62 -1.28 -1.29
C -1.43 0.62 0.48
C -2.95 0.83 0.70
C 3.76 0.99 -1.16
C 3.48 -0.46 -0.68
C -1.06 1.03 -0.94
H -1.71 -2.85 2.11
H -3.14 1.94 0.61
H 4.16 -0.48 0.17
H -3.04 -1.50 -1.93
H 1.95 -0.92 -2.14
H -3.06 0.47 1.71
H -0.19 0.52 -1.35
H 3.69 1.75 -0.40
H -0.87 2.03 -0.94
H -3.50 0.25 0.02
H -1.91 0.71 -1.57
H -0.90 0.92 1.35
H 2.98 1.34 -1.91
H 2.67 -2.32 -1.07
H 4.68 0.97 -1.64
H -1.96 -1.07 2.71
```

The energy above the lowest of the compared OMol25 structures with the same formula, charge and spin is 135.48 kcal/mol. The calculation puts the LUMO energy (alpha / beta) at -1.19 / -0.27 eV.

Here is 2 unconnected molecules or ions with the total composition C5H6O3 at a distorted geometry from the Open Molecules 2025 dataset. Energies are from the ωB97M-V functional and the def2-TZVPD basis.

Structure (XYZ):
```
14
Properties=species:S:1:pos:R:3
O -1.35 -0.52 0.86
O -1.05 -2.23 -0.75
O 1.31 -0.76 -1.54
C 1.26 0.01 0.69
C 0.18 1.01 0.06
C -1.24 1.02 0.68
C -0.73 -1.24 -0.26
C 0.45 -0.40 -0.53
H -2.05 1.28 -0.05
H 1.18 -0.29 1.67
H 0.71 1.79 -0.37
H 2.29 -0.04 0.22
H -1.12 1.78 1.54
H 0.16 -1.41 -2.21
```

The energy above the lowest of the compared OMol25 structures with the same formula, charge and spin is 118.23 kcal/mol. The calculation puts the LUMO energy at -0.14 eV.